Entry 1:
ORCA calculation (ωB97M-V/def2-TZVPD) on a cluster of 2 separate species, C17H18Cl2FN2O in total in a non-equilibrium geometry.

The multiplicity is 1. Its total energy is -1863.30833 Eh. The value obtained for the strongest force on any atom is 0.0562 Eh/bohr. The total charge is +1.

Atoms and positions in Å:
C: -1.910 2.771 -0.396
C: -0.486 2.406 -0.016
N: 0.197 1.548 -1.013
C: 1.266 0.859 -0.634
C: 1.314 0.362 0.748
C: 2.150 0.286 -1.605
C: 2.342 -1.108 -1.640
C: 3.120 -1.667 -2.653
C: 3.773 -0.842 -3.572
C: 3.662 0.553 -3.480
C: 2.844 1.116 -2.507
C: -0.224 1.467 -2.408
C: -1.719 1.711 -2.506
O: -2.097 2.898 -1.808
H: -2.612 2.028 0.029
H: -2.128 3.759 0.023
H: 0.070 3.354 0.117
H: -0.519 1.866 0.938
H: 2.297 -0.147 0.850
H: 1.193 1.169 1.484
H: 1.860 -1.719 -0.868
H: 3.215 -2.763 -2.714
H: 4.391 -1.307 -4.354
H: 4.208 1.211 -4.165
H: 2.761 2.199 -2.371
H: 0.329 2.171 -3.058
H: -0.042 0.450 -2.801
H: -1.997 1.888 -3.555
H: -2.256 0.829 -2.107
Cl: 0.744 -3.062 3.852
C: -0.882 -2.557 4.158
N: -1.271 -1.332 3.793
F: 0.280 -0.579 0.860
C: -2.563 -1.173 3.501
Cl: -3.028 0.064 2.390
C: -3.548 -2.036 3.996
C: -3.136 -3.172 4.689
C: -1.782 -3.494 4.703
H: -4.585 -1.792 3.810
H: -3.852 -3.799 5.200
H: -1.379 -4.417 5.090

Taken from the Mulliken analysis, the atomic charges in e are: number 1, C, carries -0.5864; number 2, C, carries -0.1307; number 3, N, carries 0.3682; number 4, C, carries 1.0129; number 5, C, carries -1.2143; number 6, C, carries -0.2738; number 7, C, carries -0.3543; number 8, C, carries -0.6799; number 9, C, carries -0.3929; number 10, C, carries -0.6842; number 11, C, carries 0.0584; number 12, C, carries -0.2913; number 13, C, carries -0.7564; number 14, O, carries -0.3776; number 15, H, carries 0.2458; number 16, H, carries 0.3449; number 17, H, carries 0.2393; number 18, H, carries 0.2278; number 19, H, carries 0.4213; number 20, H, carries 0.5097; number 21, H, carries 0.4784; number 22, H, carries 0.3987; number 23, H, carries 0.3871; number 24, H, carries 0.4036; number 25, H, carries 0.4861; number 26, H, carries 0.3096; number 27, H, carries 0.3479; number 28, H, carries 0.3501; number 29, H, carries 0.3690; number 30, Cl, carries -0.1795; number 31, C, carries 0.3513; number 32, N, carries -0.4021; number 33, F, carries -0.2328; number 34, C, carries 0.4145; number 35, Cl, carries -0.1658; number 36, C, carries -0.4266; number 37, C, carries -0.3036; number 38, C, carries -0.4484; number 39, H, carries 0.3712; number 40, H, carries 0.4125; number 41, H, carries 0.3923


Entry 2:
ORCA calculation (ωB97M-V/def2-TZVPD) on a cluster of 11 separate species, C41H112N8O11 in total in a non-equilibrium geometry.

The multiplicity is 1. The SMILES is COC[C@H](C)N.COC[C@H](C)N.COC[C@H](C)N.COC[C@H](C)N.COC[C@H](C)N.COC[C@H](C)N.COC[C@H](C)N.COC[C@H](C)N.CC(C)O.CC(C)O.CC(C)O. Its total energy is -2894.71221 Eh. The value obtained for the strongest force on any atom is 0.0578 Eh/bohr. The total charge is 0.

Atoms and positions in Å:
C: -3.535 0.241 -0.344
O: -4.409 -0.838 -0.312
C: -4.793 -1.464 -1.531
C: -5.626 -0.602 -2.541
C: -6.776 0.192 -1.899
N: -6.206 -1.438 -3.554
H: -2.688 0.061 -1.005
H: -3.084 0.371 0.640
H: -3.989 1.203 -0.583
H: -4.014 -2.067 -1.997
H: -5.431 -2.266 -1.161
H: -4.943 0.129 -2.972
H: -7.387 0.587 -2.711
H: -6.354 0.988 -1.287
H: -7.397 -0.482 -1.308
H: -6.912 -2.030 -3.141
H: -5.483 -2.055 -3.896
C: 0.182 -2.706 -3.724
O: -0.768 -3.356 -4.548
C: -2.198 -3.085 -4.175
C: -3.121 -4.230 -4.557
C: -3.121 -4.551 -6.046
N: -4.438 -4.054 -4.085
H: 1.150 -3.166 -3.926
H: -0.092 -3.078 -2.737
H: 0.100 -1.622 -3.797
H: -2.298 -3.012 -3.092
H: -2.504 -2.109 -4.552
H: -2.676 -5.078 -4.036
H: -3.953 -5.201 -6.319
H: -2.242 -5.123 -6.345
H: -3.319 -3.619 -6.575
H: -4.975 -4.835 -4.434
H: -4.453 -4.254 -3.095
C: 0.660 -2.804 2.955
O: 0.616 -3.608 4.109
C: -0.733 -3.837 4.541
C: -0.760 -4.237 6.067
C: -0.079 -3.262 7.055
N: -0.105 -5.518 6.238
H: 1.659 -2.913 2.532
H: 0.515 -1.756 3.217
H: -0.112 -3.040 2.224
H: -1.384 -2.963 4.521
H: -1.117 -4.665 3.945
H: -1.784 -4.322 6.428
H: 0.007 -3.737 8.032
H: -0.692 -2.404 7.330
H: 0.946 -2.914 6.926
H: 0.755 -5.430 5.716
H: -0.520 -6.236 5.661
C: 5.451 2.876 2.605
O: 4.245 3.190 3.275
C: 3.123 2.443 2.864
C: 1.848 3.332 2.761
C: 1.656 4.229 4.001
N: 0.599 2.526 2.676
H: 5.654 1.825 2.398
H: 6.163 3.300 3.313
H: 5.499 3.310 1.606
H: 3.342 1.966 1.909
H: 3.089 1.637 3.598
H: 2.049 4.034 1.952
H: 0.673 4.699 4.017
H: 2.370 5.053 4.008
H: 1.753 3.712 4.956
H: 0.799 1.842 1.961
H: 0.535 1.869 3.441
C: 3.759 -1.463 0.908
O: 4.166 -0.093 0.565
C: 4.584 0.041 -0.754
C: 6.004 -0.555 -0.985
C: 7.061 -0.043 0.014
N: 6.485 -0.308 -2.324
H: 3.245 -1.446 1.869
H: 4.528 -2.235 0.900
H: 3.033 -1.775 0.157
H: 3.843 -0.367 -1.441
H: 4.525 1.108 -0.967
H: 5.978 -1.644 -0.948
H: 8.030 -0.530 -0.101
H: 6.653 -0.345 0.978
H: 7.253 1.029 -0.039
H: 6.822 0.641 -2.242
H: 7.295 -0.890 -2.486
C: 0.508 -6.895 -1.076
O: 0.670 -5.756 -0.192
C: 1.662 -4.853 -0.649
C: 3.044 -5.426 -0.160
C: 3.198 -5.857 1.315
N: 4.108 -4.515 -0.444
H: 1.386 -7.540 -1.046
H: 0.313 -6.516 -2.079
H: -0.322 -7.502 -0.714
H: 1.534 -4.700 -1.721
H: 1.484 -3.856 -0.246
H: 3.198 -6.294 -0.800
H: 4.214 -5.936 1.700
H: 2.691 -6.803 1.507
H: 2.717 -5.141 1.982
H: 4.135 -4.317 -1.435
H: 4.918 -5.118 -0.431
C: -1.038 1.690 -4.330
O: -1.763 2.833 -4.429
C: -3.025 2.681 -5.177
C: -3.976 3.875 -4.920
C: -4.352 4.032 -3.382
N: -5.204 3.686 -5.718
H: -1.583 0.902 -3.810
H: -0.070 1.818 -3.844
H: -0.853 1.306 -5.333
H: -2.782 2.600 -6.236
H: -3.433 1.699 -4.935
H: -3.586 4.812 -5.318
H: -4.889 4.977 -3.298
H: -3.470 3.952 -2.747
H: -5.051 3.220 -3.178
H: -4.866 3.458 -6.643
H: -5.523 2.803 -5.347
C: 1.353 0.577 5.897
O: 0.344 0.917 4.981
C: -0.953 0.754 5.583
C: -2.221 1.054 4.630
C: -2.313 0.184 3.370
N: -2.242 2.378 4.042
H: 1.353 1.381 6.633
H: 2.346 0.486 5.456
H: 1.133 -0.336 6.449
H: -1.040 -0.198 6.106
H: -1.097 1.423 6.432
H: -3.173 0.974 5.154
H: -3.233 0.530 2.900
H: -2.399 -0.885 3.566
H: -1.514 0.432 2.672
H: -1.512 2.438 3.347
H: -2.160 3.143 4.697
C: 1.998 4.802 -2.938
C: 2.553 5.546 -1.693
C: 3.707 6.484 -2.004
O: 1.480 6.183 -1.160
H: 2.395 5.225 -3.861
H: 0.926 4.618 -3.002
H: 2.376 3.783 -2.863
H: 2.947 4.886 -0.920
H: 3.289 7.197 -2.716
H: 4.571 6.003 -2.464
H: 4.066 7.015 -1.123
H: 1.035 5.548 -0.594
C: -2.188 3.447 -0.097
C: -1.342 4.659 0.326
C: -1.738 5.238 1.698
O: 0.013 4.261 0.283
H: -3.244 3.700 -0.195
H: -2.122 2.596 0.581
H: -1.820 3.008 -1.024
H: -1.430 5.441 -0.427
H: -2.791 5.203 1.977
H: -1.522 6.305 1.749
H: -1.303 4.875 2.629
H: 0.204 3.641 0.990
C: 1.017 1.523 -1.223
C: 0.474 0.516 -0.237
C: 0.169 -0.807 -0.817
O: 1.405 0.360 0.763
H: 1.574 2.307 -0.710
H: 0.349 2.042 -1.909
H: 1.815 1.095 -1.830
H: -0.347 1.022 0.271
H: -0.078 -1.503 -0.015
H: 0.997 -1.281 -1.345
H: -0.622 -0.664 -1.553
H: 2.287 0.388 0.383

Mulliken atomic charge list, values in e, 99 entries: number 1, C, carries 1.0744; number 2, O, carries -0.5031; number 3, C, carries -0.2799; number 4, C, carries 1.1348; number 5, C, carries -1.4915; number 6, N, carries -0.6880; number 7, H, carries -0.1337; number 8, H, carries -0.7234; number 9, H, carries 0.1104; number 10, H, carries -0.1225; number 11, H, carries 0.3520; number 12, H, carries -0.3348; number 13, H, carries 0.4142; number 14, H, carries 0.2524; number 15, H, carries 0.4380; number 16, H, carries 0.3407; number 17, H, carries 0.1999; number 18, C, carries -0.3148; number 19, O, carries -0.4940; number 20, C, carries -0.2127; number 21, C, carries 0.3512; number 22, C, carries -1.5064; number 23, N, carries -0.5605; number 24, H, carries 0.3969; number 25, H, carries 0.0681; number 26, H, carries 0.1572; number 27, H, carries 0.0739; number 28, H, carries 0.2720; number 29, H, carries 0.2560; number 30, H, carries 0.4601; number 31, H, carries 0.2981; number 32, H, carries 0.3336; number 33, H, carries 0.2487; number 34, H, carries 0.2390; number 35, C, carries 0.0697; number 36, O, carries -0.4408; number 37, C, carries -0.0693; number 38, C, carries 0.3075; number 39, C, carries -1.3999; number 40, N, carries -0.8431; number 41, H, carries -0.3096; number 42, H, carries -0.0869; number 43, H, carries 0.4759; number 44, H, carries -0.2289; number 45, H, carries 0.3938; number 46, H, carries 0.4304; number 47, H, carries 0.5001; number 48, H, carries 0.3371; number 49, H, carries 0.1996; number 50, H, carries 0.3062; number 51, H, carries 0.2732; number 52, C, carries -0.6965; number 53, O, carries -0.4558; number 54, C, carries 0.3427; number 55, C, carries 1.2116; number 56, C, carries -1.8066; number 57, N, carries 1.4170; number 58, H, carries 0.2541; number 59, H, carries 0.3777; number 60, H, carries 0.2418; number 61, H, carries -0.0847; number 62, H, carries -0.2145; number 63, H, carries -0.0755; number 64, H, carries 0.3388; number 65, H, carries 0.4700; number 66, H, carries 0.2710; number 67, H, carries -0.7654; number 68, H, carries 0.0026; number 69, C, carries -1.2919; number 70, O, carries -0.1546; number 71, C, carries -0.6332; number 72, C, carries 0.4729; number 73, C, carries -1.3387; number 74, N, carries -0.7218; number 75, H, carries 0.2947; number 76, H, carries 0.4883; number 77, H, carries 0.3407; number 78, H, carries 0.0363; number 79, H, carries 0.4701; number 80, H, carries 0.1978; number 81, H, carries 0.4724; number 82, H, carries 0.2239; number 83, H, carries 0.3113; number 84, H, carries 0.3332; number 85, H, carries 0.2936; number 86, C, carries -0.7308; number 87, O, carries -0.3334; number 88, C, carries 0.2840; number 89, C, carries 0.3826; number 90, C, carries -1.2954; number 91, N, carries -0.4965; number 92, H, carries 0.3007; number 93, H, carries 0.2531; number 94, H, carries 0.2759; number 95, H, carries 0.2687; number 96, H, carries -0.5269; number 97, H, carries 0.4566; number 98, H, carries 0.4202; number 99, H, carries 0.3141


Entry 3:
ORCA calculation (ωB97M-V/def2-TZVPD) on a cluster of 2 separate species, C6H10O in total in a non-equilibrium geometry.

The multiplicity is 1. The SMILES is C[C@H]1C=CC1.C=O. Its total energy is -309.74658 Eh. The value obtained for the strongest force on any atom is 0.0220 Eh/bohr. The total charge is 0.

Atoms and positions in Å:
C: -1.847 -0.419 0.789
C: -1.251 0.117 -0.486
C: -0.283 1.246 -0.260
C: 0.733 0.596 -0.812
C: -0.032 -0.677 -1.078
H: -1.025 -0.597 1.491
H: -2.512 0.334 1.225
H: -2.392 -1.351 0.627
H: -1.983 0.366 -1.265
H: -0.344 2.256 0.127
H: 1.578 1.080 -1.260
H: 0.189 -1.588 -0.499
H: -0.032 -0.921 -2.142
C: 2.286 -0.106 0.878
O: 1.587 -0.840 1.533
H: 2.915 -0.470 0.040
H: 2.414 0.973 1.094

Taken from the Mulliken analysis, the atomic charges in e are: number 1, C, carries -1.3736; number 2, C, carries 0.5514; number 3, C, carries -0.5921; number 4, C, carries -0.5205; number 5, C, carries -0.9284; number 6, H, carries 0.2846; number 7, H, carries 0.3461; number 8, H, carries 0.3496; number 9, H, carries 0.3633; number 10, H, carries 0.4035; number 11, H, carries 0.5470; number 12, H, carries 0.2924; number 13, H, carries 0.2905; number 14, C, carries -0.1538; number 15, O, carries -0.4324; number 16, H, carries 0.2886; number 17, H, carries 0.2837


Entry 4:
ORCA calculation (ωB97M-V/def2-TZVPD) on the molecule C23H14ClF3N6O in a non-equilibrium geometry.

The multiplicity is 1. The SMILES is O=C(c1cccc(C(F)(F)F)c1Cl)N1C=Cc2c(nnn2-c2cnccn2)[C@@H]1c1ccccc1. Its total energy is -2048.39005 Eh. The value obtained for the strongest force on any atom is 0.0687 Eh/bohr. The total charge is 0.

Atoms and positions in Å:
O: 1.878 1.217 2.477
C: 1.751 0.663 1.382
C: 2.982 0.105 0.857
C: 3.801 0.874 0.035
C: 4.932 0.346 -0.582
C: 5.289 -0.985 -0.320
C: 4.526 -1.779 0.548
C: 4.884 -3.252 0.830
F: 3.850 -4.018 0.436
F: 5.945 -3.620 0.046
F: 5.170 -3.340 2.113
C: 3.353 -1.218 1.151
Cl: 2.339 -2.075 2.334
N: 0.554 0.535 0.700
C: 0.502 -0.319 -0.433
C: -0.693 -0.895 -0.905
C: -1.915 -0.664 -0.179
C: -1.956 0.203 0.883
N: -3.180 0.188 1.504
N: -3.857 -0.691 0.862
N: -3.206 -1.182 -0.247
C: -3.769 -1.996 -1.258
C: -5.020 -2.614 -1.001
N: -5.673 -3.416 -1.879
C: -5.037 -3.553 -3.074
C: -3.790 -2.964 -3.355
N: -3.128 -2.202 -2.455
C: -0.709 0.983 1.310
C: -0.877 2.463 1.059
C: -0.690 3.016 -0.218
C: -0.761 4.406 -0.411
C: -1.062 5.256 0.654
C: -1.237 4.744 1.933
C: -1.141 3.330 2.124
H: 3.494 1.880 -0.217
H: 5.392 0.967 -1.330
H: 6.178 -1.370 -0.788
H: 1.380 -0.590 -1.021
H: -0.638 -1.537 -1.789
H: -5.486 -2.356 -0.048
H: -5.581 -4.053 -3.855
H: -3.347 -3.122 -4.304
H: -0.572 0.818 2.396
H: -0.483 2.374 -1.040
H: -0.622 4.781 -1.425
H: -1.097 6.342 0.543
H: -1.456 5.388 2.818
H: -1.216 2.932 3.137

Taken from the Mulliken analysis, the atomic charges in e are: number 1, O, carries -0.5821; number 2, C, carries -0.3612; number 3, C, carries -0.0918; number 4, C, carries -0.2155; number 5, C, carries -0.7356; number 6, C, carries -0.5806; number 7, C, carries 0.3881; number 8, C, carries 0.7026; number 9, F, carries -0.2205; number 10, F, carries -0.2908; number 11, F, carries -0.1993; number 12, C, carries 0.5761; number 13, Cl, carries -0.2049; number 14, N, carries 0.5996; number 15, C, carries -0.5656; number 16, C, carries -0.6564; number 17, C, carries 0.9173; number 18, C, carries -0.4045; number 19, N, carries -0.6340; number 20, N, carries -0.7811; number 21, N, carries 0.4492; number 22, C, carries 0.5608; number 23, C, carries -0.2086; number 24, N, carries -0.5860; number 25, C, carries -0.1835; number 26, C, carries -0.2712; number 27, N, carries -0.3763; number 28, C, carries -0.0502; number 29, C, carries 0.0243; number 30, C, carries -0.0173; number 31, C, carries -0.8628; number 32, C, carries -0.2881; number 33, C, carries -0.6647; number 34, C, carries -0.0386; number 35, H, carries 0.4855; number 36, H, carries 0.3879; number 37, H, carries 0.4909; number 38, H, carries 0.3988; number 39, H, carries 0.4076; number 40, H, carries 0.4520; number 41, H, carries 0.3899; number 42, H, carries 0.4234; number 43, H, carries 0.5574; number 44, H, carries 0.4591; number 45, H, carries 0.3624; number 46, H, carries 0.3601; number 47, H, carries 0.3245; number 48, H, carries 0.3535


| no. | LUMO level (eV) | frontier orbital gap (eV) |
| --- | --- | --- |
| 1 | -4.8 | 6.7 |
| 2 | 0.3 | 9.3 |
| 3 | 0.6 | 9.9 |
| 4 | -0.5 | 7.8 |